No. 1
Here is C26H64ClN5O13PS3 as an isolated structure from the OMol25 dataset. Energies are from the ωB97M-V functional and the def2-TZVPD basis.

Results
E_HOMO = -0.215 Ha
max |F| = 0.95 eV/Å
total charge = -1
gap between HOMO and LUMO = 7.524 eV

Each line ends with the Mulliken charge.
Atoms and positions in Å:
O1 -2.57 6.70 0.31  -0.50
C1 -3.22 7.67 0.53  0.44
Cl1 -3.48 8.17 2.17  -0.14
C2 -3.77 8.50 -0.58  -0.74
S1 -5.46 9.20 -0.50  1.05
O2 -6.00 8.88 -1.80  -0.61
O3 -5.23 10.59 -0.19  -0.68
N1 -6.22 8.52 0.69  -0.42
S2 -6.94 7.09 0.56  0.95
O4 -6.68 6.34 1.76  -0.56
O5 -8.31 7.21 0.12  -0.61
P1 -6.02 5.72 -0.91  0.33
S3 -7.24 4.31 -1.45  -0.43
H1 -3.76 7.86 -1.47  0.32
H2 -3.11 9.36 -0.77  0.45
H3 -5.54 6.46 -2.00  0.06
H4 -4.90 5.23 -0.22  0.00
C3 -1.97 3.68 -0.40  -0.69
O6 -3.04 2.93 0.15  -0.22
C4 -3.33 1.71 -0.51  -0.89
C5 -2.98 0.53 0.37  -0.34
N2 -1.53 0.40 0.52  0.00
C6 -1.11 -0.55 1.55  -0.74
C7 -1.51 -0.27 3.00  -0.40
O7 -0.88 0.85 3.57  -0.46
C8 -1.49 2.10 3.29  -0.56
H5 -1.99 4.65 0.08  0.20
H6 -0.99 3.20 -0.23  0.28
H7 -2.11 3.82 -1.48  0.40
H8 -2.83 1.65 -1.48  0.39
H9 -4.41 1.69 -0.69  0.45
H10 -3.37 -0.39 -0.08  0.34
H11 -3.49 0.68 1.33  0.14
H12 -1.14 1.31 0.75  0.04
H13 -0.02 -0.60 1.52  0.27
H14 -1.49 -1.54 1.27  0.36
H15 -1.19 -1.13 3.59  0.39
H16 -2.60 -0.20 3.11  0.30
H17 -2.58 2.03 3.20  0.25
H18 -1.09 2.56 2.38  0.25
H19 -1.26 2.78 4.12  0.31
C9 0.94 -4.83 -1.25  -0.69
O8 0.67 -3.72 -2.08  -0.39
C10 0.37 -2.52 -1.38  -0.75
C11 1.47 -1.50 -1.51  -0.33
N3 2.66 -1.90 -0.77  -0.30
C12 3.85 -1.09 -1.02  -0.75
C13 4.41 -1.05 -2.44  -0.49
O9 4.98 -2.27 -2.87  -0.43
C14 4.07 -3.21 -3.40  -0.24
H20 0.97 -5.71 -1.89  0.26
H21 1.90 -4.74 -0.73  0.29
H22 0.15 -4.97 -0.51  0.32
H23 0.15 -2.72 -0.33  0.38
H24 -0.53 -2.10 -1.84  0.37
H25 1.11 -0.54 -1.11  0.50
H26 1.67 -1.36 -2.58  0.21
H27 2.88 -2.86 -1.00  0.07
H28 4.64 -1.45 -0.36  0.38
H29 3.63 -0.06 -0.71  0.40
H30 5.23 -0.33 -2.44  0.36
H31 3.68 -0.69 -3.17  0.37
H32 3.23 -2.73 -3.91  0.26
H33 3.69 -3.88 -2.62  0.16
H34 4.62 -3.83 -4.12  0.02
C15 -1.07 1.03 9.31  -0.71
O10 -2.41 0.62 9.49  -0.34
C16 -3.21 1.51 10.25  -0.81
C17 -4.25 2.19 9.38  -0.17
N4 -3.64 3.14 8.47  -0.30
C18 -4.54 3.67 7.45  -0.79
C19 -5.15 2.71 6.44  -0.52
O11 -4.22 2.14 5.55  -0.32
C20 -3.52 1.00 6.01  -0.17
H35 -0.53 0.20 8.87  0.24
H36 -0.99 1.89 8.62  0.29
H37 -0.60 1.30 10.26  0.34
H38 -2.60 2.25 10.77  0.40
H39 -3.73 0.91 11.00  0.39
H40 -4.95 2.73 10.03  0.38
H41 -4.81 1.40 8.86  0.18
H42 -2.86 2.69 8.01  0.06
H43 -3.97 4.42 6.88  0.38
H44 -5.35 4.21 7.95  0.43
H45 -5.84 3.28 5.82  0.38
H46 -5.74 1.92 6.93  0.34
H47 -4.12 0.39 6.68  0.32
H48 -2.58 1.27 6.50  0.17
H49 -3.26 0.40 5.14  -0.13
C21 5.11 -8.50 -6.96  -0.70
O12 4.88 -7.35 -7.75  -0.36
C22 4.50 -6.19 -7.02  -0.88
C23 5.59 -5.14 -7.02  -0.29
N5 6.74 -5.57 -6.23  -0.29
C24 7.92 -4.73 -6.36  -0.69
C25 8.59 -4.62 -7.72  -0.50
O13 9.20 -5.81 -8.17  -0.42
C26 8.35 -6.74 -8.81  -0.53
H50 5.21 -9.34 -7.64  0.24
H51 6.02 -8.42 -6.36  0.30
H52 4.26 -8.69 -6.29  0.34
H53 4.21 -6.45 -6.00  0.41
H54 3.62 -5.77 -7.52  0.42
H55 5.20 -4.22 -6.61  0.39
H56 5.86 -4.95 -8.07  0.27
H57 6.98 -6.52 -6.48  0.08
H58 8.67 -5.11 -5.66  0.41
H59 7.67 -3.72 -6.02  0.36
H60 9.39 -3.89 -7.63  0.36
H61 7.90 -4.24 -8.49  0.35
H62 7.55 -6.24 -9.36  0.28
H63 7.92 -7.45 -8.10  0.17
H64 8.96 -7.31 -9.52  0.29

=====

No. 2
Here is C26H66AlF6N6O13S2 as an isolated structure from the OMol25 dataset. Energies are from the ωB97M-V functional and the def2-TZVPD basis.

Results
E_HOMO (alpha / beta) = -0.767 / -0.757 Ha
max |F| = 4.61 eV/Å
⟨S²⟩ = 1.76
total charge = +6
gap between HOMO and LUMO (alpha / beta) = 6.935 / 1.696 eV
multiplicity = 2

Each line ends with the Mulliken spin population.
Atoms and positions in Å:
Al1 -1.30 -3.56 2.66  0.00
C1 -0.58 -1.53 -1.80  0.00
F1 -1.21 -2.76 -1.84  0.00
F2 0.65 -1.65 -2.17  0.00
F3 -1.21 -0.72 -2.52  0.00
S1 -0.76 -0.75 0.01  0.00
O1 -0.60 0.72 -0.11  0.00
O2 -2.09 -1.12 0.47  0.00
N1 0.30 -1.70 0.98  0.00
S2 1.52 -0.71 1.10  0.00
O3 1.93 -0.23 -0.22  0.00
O4 1.47 0.30 2.23  0.01
C2 2.99 -1.88 1.61  0.00
F4 3.23 -2.81 0.64  0.00
F5 4.04 -1.12 1.87  0.00
F6 2.60 -2.43 2.74  0.00
C3 -0.66 4.65 2.80  0.00
C4 -0.14 4.85 1.28  0.00
C5 -0.13 3.64 0.34  0.00
O5 0.13 3.97 -1.02  0.00
C6 0.03 2.94 -1.99  0.00
N2 -1.02 5.93 0.64  0.00
H1 -1.97 5.60 0.56  0.00
H2 -0.92 6.83 1.09  0.00
H3 -0.71 6.10 -0.31  0.00
H4 -0.53 5.66 3.20  0.00
H5 -0.03 4.03 3.43  0.00
H6 -1.73 4.46 2.81  0.00
H7 0.89 5.19 1.18  0.00
H8 -1.10 3.19 0.55  0.00
H9 0.55 2.82 0.55  0.00
H10 -0.90 2.37 -1.93  0.00
H11 0.86 2.24 -1.97  0.00
H12 -0.08 3.55 -2.89  0.00
C7 -5.72 -1.03 -0.20  0.00
C8 -5.55 -0.82 -1.75  0.00
C9 -4.69 0.43 -2.08  0.00
O6 -4.41 0.43 -3.44  0.00
C10 -4.83 1.58 -4.18  0.00
N3 -4.98 -2.20 -2.34  0.00
H13 -5.71 -2.89 -2.43  0.00
H14 -4.43 -2.21 -3.18  0.00
H15 -4.25 -2.52 -1.72  0.00
H16 -6.31 -0.19 0.16  0.00
H17 -4.86 -1.25 0.43  0.00
H18 -6.45 -1.78 0.07  0.00
H19 -6.57 -0.75 -2.12  0.00
H20 -3.70 0.39 -1.63  0.00
H21 -5.03 1.39 -1.68  0.00
H22 -4.02 1.79 -4.87  0.00
H23 -5.13 2.45 -3.59  0.00
H24 -5.57 1.14 -4.85  0.00
C11 -4.62 -7.61 -3.60  0.00
C12 -4.24 -6.14 -3.72  0.00
C13 -2.69 -5.95 -3.67  0.00
O7 -2.23 -6.60 -2.44  0.00
C14 -1.01 -6.17 -1.93  0.00
N4 -4.74 -5.53 -5.05  0.00
H25 -4.78 -6.19 -5.82  0.00
H26 -5.53 -4.92 -4.89  0.00
H27 -4.12 -4.79 -5.36  0.00
H28 -4.22 -8.01 -2.67  0.00
H29 -4.26 -8.17 -4.47  0.00
H30 -5.64 -7.97 -3.69  0.00
H31 -4.62 -5.52 -2.91  0.00
H32 -2.48 -4.89 -3.53  0.00
H33 -2.21 -6.32 -4.57  0.00
H34 -0.17 -6.71 -2.36  0.00
H35 -1.11 -6.52 -0.90  0.00
H36 -0.74 -5.12 -1.89  0.00
C15 4.21 4.47 -3.31  0.00
C16 3.29 4.39 -2.09  0.00
C17 3.77 3.35 -1.09  0.00
O8 2.88 3.27 0.05  0.00
C18 3.53 2.57 1.13  0.00
N5 3.27 5.79 -1.46  0.00
H37 3.07 5.83 -0.47  0.00
H38 4.16 6.21 -1.71  0.00
H39 2.57 6.30 -1.98  0.00
H40 5.13 5.02 -3.10  0.00
H41 3.74 5.16 -4.01  0.00
H42 4.44 3.49 -3.72  0.00
H43 2.30 4.20 -2.50  0.00
H44 4.81 3.45 -0.78  0.00
H45 3.76 2.38 -1.58  0.00
H46 3.83 1.55 0.92  0.00
H47 3.04 2.63 2.11  0.00
H48 4.35 3.27 1.26  0.00
C19 6.61 -0.36 7.22  0.02
C20 5.31 -0.95 7.86  0.13
C21 3.99 -0.59 7.07  0.05
O9 3.73 -1.54 6.05  0.60
C22 3.98 -1.10 4.72  0.04
N6 5.48 -2.46 7.91  0.00
H49 4.75 -2.91 8.46  0.00
H50 5.40 -2.91 7.01  0.00
H51 6.39 -2.63 8.33  0.00
H52 6.75 -0.80 6.23  0.00
H53 7.47 -0.67 7.82  0.02
H54 6.62 0.72 7.15  0.00
H55 5.25 -0.60 8.90  -0.01
H56 4.04 0.45 6.74  0.00
H57 3.31 -0.57 7.92  0.05
H58 4.82 -0.42 4.58  0.03
H59 3.12 -0.58 4.31  0.05
H60 4.35 -1.97 4.17  0.01
C23 0.64 0.74 -4.86  0.01
C24 1.76 1.68 -5.39  -0.01
O10 2.21 2.64 -4.73  0.10
O11 2.31 1.32 -6.47  0.90
H61 0.96 0.13 -4.02  0.00
H62 0.26 0.13 -5.68  0.00
H63 -0.20 1.35 -4.52  0.01
C25 -1.92 0.54 3.38  0.02
C26 -3.22 -0.14 3.66  0.00
O12 -3.52 -1.20 3.08  -0.15
O13 -3.98 0.33 4.52  -0.85
H64 -1.87 0.82 2.33  -0.01
H65 -1.07 -0.11 3.56  -0.01
H66 -1.74 1.48 3.91  -0.01

=====

No. 3
Here is C26H67FMnN5O8 as an isolated structure from the OMol25 dataset. Energies are from the ωB97M-V functional and the def2-TZVPD basis.

Results
E_HOMO (alpha / beta) = -0.460 / -0.460 Ha
max |F| = 5.51 eV/Å
⟨S²⟩ = 12.01
total charge = +2
gap between HOMO and LUMO (alpha / beta) = 7.957 / 2.301 eV
multiplicity = 7

Each line ends with the Mulliken spin population.
Atoms and positions in Å:
Mn1 4.37 16.92 -27.50  4.81
F1 3.20 18.42 -26.61  0.03
C1 5.79 20.51 -26.09  -0.02
O1 7.14 20.50 -25.74  0.01
C2 7.52 21.80 -25.18  0.01
C3 8.99 21.72 -24.82  0.04
N1 9.88 21.53 -25.99  0.74
C4 11.18 21.08 -25.47  0.05
C5 12.16 20.79 -26.58  0.00
O2 11.84 19.49 -27.00  0.02
C6 12.79 19.00 -27.92  0.00
H1 5.39 19.53 -26.33  0.04
H2 5.59 21.18 -26.92  0.00
H3 5.17 20.91 -25.28  0.00
H4 7.01 21.99 -24.24  0.00
H5 7.37 22.66 -25.83  0.00
H6 9.05 20.82 -24.20  0.04
H7 9.30 22.58 -24.23  0.01
H8 9.44 20.79 -26.50  0.00
H9 11.13 20.16 -24.89  0.05
H10 11.68 21.70 -24.72  0.02
H11 13.20 20.90 -26.28  0.00
H12 11.96 21.49 -27.39  0.01
H13 12.77 19.48 -28.89  0.00
H14 12.61 17.95 -28.18  0.00
H15 13.80 19.06 -27.52  0.00
C7 7.47 17.66 -28.13  0.03
O3 6.11 17.99 -28.26  -0.01
C8 5.83 18.96 -29.22  0.01
C9 4.30 18.98 -29.43  -0.01
N2 3.73 17.66 -29.54  0.01
C10 2.28 17.81 -29.86  0.01
C11 2.10 18.18 -31.39  0.00
O4 3.14 17.47 -32.10  0.00
C12 3.01 17.41 -33.48  0.00
H16 7.64 16.88 -27.39  -0.01
H17 8.04 18.54 -27.84  0.00
H18 7.78 17.34 -29.13  0.00
H19 6.43 18.72 -30.10  0.00
H20 6.09 19.99 -29.00  0.00
H21 4.07 19.45 -30.39  0.01
H22 3.74 19.53 -28.67  -0.01
H23 4.06 17.25 -30.40  0.03
H24 1.65 18.49 -29.28  0.00
H25 1.88 16.79 -29.83  0.00
H26 2.31 19.25 -31.46  0.00
H27 1.10 18.03 -31.80  0.00
H28 2.29 16.68 -33.83  0.00
H29 3.95 17.12 -33.94  0.00
H30 2.63 18.30 -33.98  0.00
C13 2.01 14.62 -27.83  0.02
O5 2.87 15.43 -26.94  0.04
C14 2.77 15.21 -25.50  0.03
C15 3.80 16.08 -24.70  -0.01
N3 5.04 16.18 -25.52  -0.04
C16 6.09 16.87 -24.77  0.03
C17 6.50 16.03 -23.41  0.00
O6 5.70 16.38 -22.27  0.00
C18 6.11 15.84 -21.00  0.00
H31 0.95 14.78 -27.61  0.00
H32 2.14 13.55 -27.68  0.00
H33 2.12 14.88 -28.89  -0.01
H34 2.81 14.14 -25.27  0.00
H35 1.81 15.60 -25.13  0.00
H36 4.12 15.48 -23.85  0.00
H37 3.42 17.01 -24.28  -0.03
H38 5.44 15.25 -25.53  0.02
H39 5.82 17.91 -24.57  0.00
H40 6.99 16.92 -25.38  0.00
H41 7.54 16.33 -23.29  0.00
H42 6.66 14.97 -23.59  0.00
H43 5.96 16.55 -20.18  0.00
H44 7.14 15.51 -20.89  0.00
H45 5.46 15.03 -20.65  0.00
C19 -1.67 19.64 -26.80  0.00
C20 -0.42 18.81 -26.80  0.00
C21 -0.53 17.59 -27.68  0.00
O7 -1.61 16.70 -27.31  0.00
C22 -1.39 16.04 -26.11  0.00
N4 0.73 19.64 -27.22  0.00
H46 -1.50 20.37 -26.01  0.00
H47 -2.56 19.08 -26.53  0.00
H48 -1.95 20.05 -27.77  0.00
H49 -0.18 18.49 -25.79  0.00
H50 0.44 17.10 -27.61  0.00
H51 -0.59 17.88 -28.73  0.00
H52 -0.57 15.32 -26.15  0.00
H53 -2.34 15.58 -25.86  0.00
H54 -1.10 16.71 -25.30  0.00
H55 1.57 19.08 -27.21  0.01
H56 0.95 20.21 -26.42  0.00
C23 0.82 19.25 -23.12  0.00
C24 1.99 20.31 -23.03  0.00
C25 3.31 19.65 -22.59  0.00
O8 4.41 20.57 -22.53  0.00
C26 5.60 19.85 -22.11  0.00
N5 2.26 20.73 -24.42  0.00
H57 0.63 18.75 -22.17  0.00
H58 1.14 18.45 -23.79  0.00
H59 -0.09 19.68 -23.54  0.00
H60 1.81 21.14 -22.35  0.00
H61 3.50 18.84 -23.30  0.00
H62 3.11 19.30 -21.58  0.00
H63 5.53 19.40 -21.11  0.00
H64 6.47 20.50 -22.10  0.00
H65 5.74 19.01 -22.79  0.00
H66 2.36 19.95 -25.05  0.01
H67 3.20 21.10 -24.34  0.00

=====

No. 4
Here is C26H67N4O10Y as an isolated structure from the OMol25 dataset. Energies are from the ωB97M-V functional and the def2-TZVPD basis.

Results
E_HOMO (alpha / beta) = -0.537 / -0.537 Ha
max |F| = 3.91 eV/Å
⟨S²⟩ = 0.76
total charge = +3
gap between HOMO and LUMO (alpha / beta) = 5.286 / 2.501 eV
multiplicity = 2

Each line ends with the Mulliken spin population.
Atoms and positions in Å:
Y1 1.04 -2.58 -0.17  0.00
C1 -1.22 1.21 0.16  0.00
C2 -0.37 -0.06 0.18  0.00
O1 -0.73 -1.08 0.79  0.00
O2 0.67 -0.25 -0.49  0.00
H1 -1.75 1.36 1.10  0.00
H2 -1.83 1.16 -0.74  0.00
H3 -0.58 2.08 0.01  0.00
C3 -4.99 1.81 -1.32  0.00
C4 -5.76 1.65 -0.02  0.00
C5 -7.05 0.77 0.01  0.00
O3 -6.82 -0.59 -0.10  0.00
C6 -7.89 -1.42 -0.43  0.00
N1 -4.93 1.12 0.98  0.00
H4 -5.69 2.13 -2.09  0.00
H5 -4.37 0.97 -1.64  0.00
H6 -4.20 2.56 -1.27  0.00
H7 -5.88 2.68 0.30  0.00
H8 -7.72 1.14 -0.76  0.00
H9 -7.58 0.98 0.95  0.00
H10 -8.37 -0.93 -1.27  0.00
H11 -8.68 -1.51 0.32  0.00
H12 -7.60 -2.44 -0.67  0.00
H13 -3.98 0.87 0.73  0.00
H14 -5.23 0.16 0.96  0.00
C7 1.98 -2.12 4.52  0.00
C8 1.52 -1.52 3.20  0.00
C9 2.54 -0.44 2.71  0.00
O4 2.36 0.77 3.43  0.00
C10 1.25 1.52 3.10  0.00
N2 1.70 -2.63 2.20  0.00
H15 1.19 -2.74 4.93  0.00
H16 2.34 -1.38 5.24  0.00
H17 2.96 -2.59 4.36  0.00
H18 0.46 -1.29 3.30  0.00
H19 2.37 -0.24 1.66  0.00
H20 3.55 -0.84 2.80  0.00
H21 1.55 2.36 3.72  0.00
H22 0.23 1.21 3.36  0.00
H23 1.08 1.82 2.07  0.00
H24 2.64 -2.89 2.45  0.00
H25 1.03 -3.23 2.65  0.00
C11 3.24 -5.25 0.02  0.00
O5 2.29 -4.54 -0.71  0.00
C12 2.24 -4.91 -2.12  0.00
C13 1.06 -4.20 -2.72  0.00
N3 1.22 -2.75 -2.55  0.00
C14 0.39 -1.95 -3.47  0.00
C15 -1.10 -2.17 -3.05  0.00
O6 -1.26 -2.57 -1.68  0.00
C16 -2.68 -2.53 -1.17  0.00
H26 3.05 -4.97 1.06  0.00
H27 4.32 -5.15 -0.02  0.00
H28 2.98 -6.30 -0.08  0.00
H29 1.99 -5.96 -2.22  0.00
H30 3.15 -4.53 -2.58  0.00
H31 0.06 -4.52 -2.44  0.00
H32 1.19 -4.41 -3.79  0.00
H33 2.11 -2.58 -3.00  0.00
H34 0.86 -2.16 -4.43  0.00
H35 0.59 -0.89 -3.28  0.00
H36 -1.60 -2.96 -3.61  0.00
H37 -1.70 -1.27 -3.16  0.00
H38 -3.13 -1.54 -1.29  0.00
H39 -2.85 -2.97 -0.19  0.00
H40 -3.09 -3.24 -1.88  0.00
C17 2.19 1.45 -5.27  0.00
O7 2.76 1.46 -4.01  0.00
C18 3.04 2.86 -3.64  0.01
C19 3.92 2.86 -2.34  0.01
N4 3.02 2.54 -1.19  0.64
C20 3.70 2.35 0.04  0.04
C21 4.43 3.61 0.54  0.02
O8 5.42 3.32 1.52  0.00
C22 4.88 3.15 2.87  0.00
H41 2.92 1.71 -6.03  0.00
H42 1.22 1.94 -5.26  0.00
H43 1.85 0.45 -5.54  0.00
H44 2.12 3.43 -3.55  0.00
H45 3.60 3.23 -4.50  0.00
H46 4.42 3.82 -2.19  0.01
H47 4.72 2.15 -2.55  0.04
H48 2.49 1.68 -1.26  -0.02
H49 4.31 1.48 -0.22  0.08
H50 3.04 1.99 0.82  0.02
H51 3.78 4.43 0.83  0.00
H52 5.16 4.02 -0.15  0.00
H53 5.57 2.53 3.45  0.00
H54 3.86 2.86 3.13  0.00
H55 4.91 4.09 3.42  0.00
C23 -3.35 -2.43 4.39  0.00
C24 -2.93 -2.93 3.04  0.00
O9 -1.82 -3.79 3.14  0.00
H56 -2.45 -2.37 5.00  0.00
H57 -3.92 -3.20 4.89  0.00
H58 -3.96 -1.53 4.39  0.00
H59 -2.46 -2.11 2.49  0.00
H60 -3.79 -3.23 2.44  0.00
H61 -1.39 -4.01 2.30  0.00
C25 0.36 6.25 0.13  0.01
C26 0.62 4.91 -0.66  0.02
O10 1.66 5.02 -1.63  0.12
H62 -0.52 6.20 0.77  0.00
H63 0.07 6.97 -0.63  0.00
H64 1.17 6.59 0.77  0.00
H65 -0.29 4.65 -1.21  0.00
H66 0.94 4.09 -0.02  -0.01
H67 2.16 4.25 -1.36  0.00

=====

These records have total energy values of -116380.387; -108085.376; -85896.416; -55495.441 eV, in the order they appear.